1.
Computed, not measured: a 14-piece molecular cluster, C5H41N3O13 overall at a distorted geometry, with ωB97M-V with the def2-TZVPD basis set.

HOMO energy	-9.02	eV
lowest unoccupied orbital energy	0.219	eV
ΔE to the lowest compared entry with this formula, charge and spin	349.1	kJ/mol
frontier orbital gap	9.236	eV
multiplicity	1

Cartesian coordinates (Å):
N: 1.776311 -2.485897 0.295116
C: 2.771647 -1.443483 0.007876
C: 4.190877 -2.021999 0.042982
C: 2.314928 -0.647245 -1.226844
N: 1.320852 0.332468 -0.701975
C: -0.123970 -0.135050 -0.720054
C: -1.085867 0.938036 -1.047154
N: -2.477158 0.334515 -1.111557
H: 0.820351 -2.212618 0.204534
H: 1.961117 -3.415734 -0.035993
H: 2.668501 -0.758394 0.874709
H: 4.540654 -2.332333 -0.921632
H: 4.946736 -1.240273 0.302443
H: 4.182981 -2.791320 0.800304
H: 1.893500 -1.305675 -1.975703
H: 3.242876 -0.231360 -1.692300
H: 1.363376 1.213729 -1.233384
H: -0.311659 -0.580893 0.311140
H: -0.142279 -0.971110 -1.411833
H: -0.937412 1.563632 -1.984676
H: -1.202576 1.653855 -0.260384
H: -2.636120 0.039982 -0.155708
H: -3.151368 0.956635 -1.425999
H: -0.860341 -4.298250 -1.840298
H: -1.415981 -3.855779 -0.328008
O: -1.321706 -3.642256 -1.313006
H: 0.091703 0.332953 3.870771
H: -0.523066 1.253092 2.828467
O: -0.719710 0.561659 3.467138
H: -2.546528 -1.507807 3.855301
H: -1.322975 -1.310161 4.729247
O: -1.805301 -1.974921 4.213757
H: 1.002413 1.385281 -4.191396
H: -0.357377 1.342091 -5.010309
O: 0.276500 1.891860 -4.539800
H: -0.606412 -3.730056 1.585262
H: -1.823949 -2.853675 1.731536
O: -1.508143 -3.653376 1.307175
H: -2.367088 0.517959 2.520600
H: -3.713957 0.362397 1.678054
O: -2.850383 -0.059683 1.909924
H: 0.004019 4.073651 1.752952
H: -0.687022 4.471797 0.414615
O: -0.728320 4.561021 1.361274
H: -1.257096 -2.110042 -4.158646
H: -0.929734 -2.270571 -2.720936
O: -0.520525 -1.932999 -3.547023
H: 1.424186 2.554983 0.988463
H: 2.289605 2.579573 2.133960
O: 1.556561 3.109460 1.764695
H: 1.472396 -0.520344 2.346804
H: 1.958912 -0.939183 3.739686
O: 1.747549 -0.159078 3.197493
H: 0.572891 3.190767 -2.634852
H: 0.574640 4.589721 -1.923114
O: 0.395085 3.663172 -1.830685
H: -2.095336 0.946370 -3.773209
H: -1.290901 -0.282595 -4.246151
O: -1.830760 0.450775 -4.543039
H: -2.120833 2.907700 3.565600
H: -1.853154 3.266818 2.043356
O: -2.236144 2.628227 2.660425

Atomic forces in eV per Å
N 0.7 -0.4 1.1
C -0.8 -0.3 0.5
C 0.0 1.6 0.1
C 0.9 0.5 1.0
N -0.3 1.1 -1.1
C 2.5 -1.1 1.0
C -2.9 0.9 -1.2
N 2.9 -1.8 0.2
H -0.3 0.0 -0.4
H 0.0 0.0 -0.4
H 0.5 0.0 -0.7
H -0.1 -0.8 -0.6
H -0.7 -0.4 0.2
H 0.4 -0.4 0.0
H -0.3 -0.3 -0.2
H -0.9 0.6 0.4
H 0.0 -0.6 0.2
H -0.3 0.7 -1.1
H -0.5 0.1 -0.2
H 0.4 -1.2 0.9
H 0.9 0.8 0.7
H -0.6 0.0 -0.1
H -1.3 1.5 -0.4
H 0.0 -0.4 0.6
H 0.2 0.2 -1.5
O -0.2 0.4 0.4
H 1.6 -0.3 0.3
H 0.1 0.2 0.1
O -1.8 0.5 -0.2
H -0.6 0.6 -0.5
H -0.3 -0.2 -0.4
O 0.9 -0.6 0.7
H 0.2 -0.7 -0.2
H -0.2 -0.4 0.3
O 0.7 1.7 0.3
H 0.9 -0.1 0.5
H -0.2 0.4 0.2
O -0.5 -0.3 -0.2
H -0.3 0.2 -0.2
H 1.3 -0.3 0.6
O -1.3 -0.3 -0.5
H 0.5 0.0 -0.3
H 0.3 -0.2 -0.5
O -0.8 0.3 0.6
H 0.5 -0.1 0.0
H 0.3 0.1 0.1
O -1.0 -0.3 -0.1
H -0.5 0.1 -0.7
H -0.4 0.6 0.5
O 1.0 -1.1 0.1
H -0.1 -0.1 0.0
H 0.0 0.3 -0.4
O 0.7 -0.5 0.5
H 0.0 0.1 -1.0
H 0.3 0.5 -0.5
O -0.4 -0.5 1.5
H 0.0 0.0 0.5
H 0.2 -0.2 0.8
O -0.7 -0.1 -1.3
H 0.2 0.4 0.1
H 0.1 0.7 0.3
O -0.5 -0.8 -0.4

2.
Computed, not measured: C30H31AuN5S as an isolated structure, with ωB97M-V with the def2-TZVPD basis set.

HOMO energy (spin up / spin down)	-16.45 / -16.83	eV
total charge	+3
lowest unoccupied orbital energy (spin up / spin down)	-9.467 / -12.411	eV
frontier orbital gap (spin up / spin down)	6.981 / 4.422	eV
multiplicity	3

Cartesian coordinates (Å):
Au: -0.014113 -0.569220 0.251033
C: 2.343088 -1.940220 -2.527307
C: 2.993709 -2.382282 -1.240192
C: 3.741259 -3.549174 -1.172059
C: 4.349826 -3.933520 0.015596
C: 4.218532 -3.153610 1.156978
C: 3.488587 -1.972076 1.134761
C: 3.353778 -1.103502 2.360567
C: 2.896340 -1.611820 -0.076677
N: 2.099825 -0.422775 -0.126870
C: 2.558056 0.731642 -0.408379
C: 3.985972 1.012326 -0.718565
C: 1.546233 1.857564 -0.437463
C: 1.981427 3.223158 -0.839169
N: 0.351109 1.550994 -0.110077
C: -0.709346 2.515028 -0.078335
C: -1.550696 2.615184 -1.190498
C: -1.340068 1.751053 -2.408781
C: -2.555401 3.571688 -1.147714
C: -2.711071 4.389478 -0.037061
C: -1.875088 4.245544 1.061751
C: -0.856913 3.299158 1.066482
C: 0.059955 3.141304 2.255327
H: 2.335627 -2.747652 -3.256430
H: 2.886170 -1.105228 -2.978157
H: 1.311872 -1.605710 -2.372833
H: 3.854814 -4.156444 -2.062073
H: 4.936676 -4.842582 0.050052
H: 4.697806 -3.456330 2.080040
H: 3.668093 -1.640534 3.252392
H: 2.324942 -0.764176 2.510435
H: 3.982952 -0.212183 2.285128
H: 4.606361 0.130020 -0.593349
H: 4.364774 1.814426 -0.081652
H: 4.075422 1.363218 -1.750758
H: 2.448184 3.189232 -1.827312
H: 2.740707 3.599997 -0.148683
H: 1.149322 3.920935 -0.861894
H: -0.436297 2.041960 -2.951327
H: -2.174745 1.841400 -3.100026
H: -1.226554 0.693066 -2.146390
H: -3.206678 3.688478 -2.006289
H: -3.482396 5.150132 -0.032427
H: -1.998759 4.886210 1.926880
H: -0.409048 3.528696 3.157486
H: 0.990246 3.699514 2.118933
H: 0.328977 2.096836 2.429627
N: -3.809559 -2.539054 0.263421
C: -4.451406 -1.311318 0.270934
C: -5.762130 -0.966738 0.179563
C: -6.035316 0.413539 0.256085
C: -5.009914 1.398902 0.432241
C: -3.700877 1.055468 0.504699
C: -3.394250 -0.335148 0.399888
N: -2.214040 -0.978156 0.451723
C: -2.497749 -2.310372 0.390790
C: -1.454474 -3.281462 0.506578
C: -1.546371 -4.644302 0.605298
S: -0.007763 -5.310718 0.826880
C: 0.693714 -3.751472 0.772988
N: -0.164201 -2.788466 0.598250
H: -4.262945 -3.441456 0.224438
H: -6.554410 -1.695524 0.064157
H: -7.066346 0.741496 0.191162
H: -5.294913 2.438958 0.517786
H: -2.925699 1.793948 0.662023
H: -2.426051 -5.273062 0.572937
H: 1.761223 -3.594256 0.883410

Atomic forces in eV per Å
Au 0.4 0.1 0.1
C 0.0 0.0 0.1
C -0.1 0.2 -0.1
C 0.0 -0.1 0.0
C 0.0 0.0 0.0
C 0.1 -0.1 0.1
C -0.1 0.3 0.1
C 0.0 0.0 -0.1
C 0.1 0.0 -0.1
N -0.2 0.0 0.1
C 0.1 0.1 -0.1
C 0.0 0.1 0.0
C 0.0 0.2 0.0
C 0.1 0.0 0.0
N -0.2 -0.4 -0.1
C 0.0 0.1 -0.1
C 0.3 -0.1 -0.2
C 0.1 0.0 0.1
C 0.0 0.1 -0.1
C 0.0 0.0 0.0
C -0.1 0.1 0.0
C 0.1 -0.1 0.2
C 0.0 0.0 -0.1
H 0.0 0.0 0.0
H 0.0 0.0 0.0
H 0.0 0.0 0.0
H 0.0 0.0 0.0
H 0.0 0.0 0.0
H 0.0 0.0 0.0
H 0.0 0.0 0.0
H 0.0 0.0 0.0
H 0.0 0.0 0.0
H 0.0 0.0 0.0
H 0.0 0.0 0.0
H 0.0 0.0 0.0
H 0.0 0.0 0.0
H 0.0 0.0 0.0
H 0.0 0.0 0.0
H 0.0 0.0 0.0
H 0.0 0.0 0.0
H 0.0 0.0 0.0
H 0.0 0.0 0.0
H 0.0 0.0 0.0
H 0.0 0.0 0.0
H 0.0 0.0 0.0
H 0.0 0.0 0.0
H 0.0 0.0 0.0
N 0.1 0.2 0.1
C 0.2 0.2 0.0
C -0.2 0.1 0.0
C 0.1 0.1 0.0
C -0.3 -0.1 0.0
C 0.2 -0.1 0.1
C -0.1 -0.2 0.1
N -0.2 -0.1 -0.1
C 0.0 0.0 0.0
C 0.1 0.0 0.0
C 0.0 0.0 0.0
S 0.1 0.0 0.0
C 0.0 0.0 0.0
N -0.3 0.1 0.0
H 0.0 0.0 0.0
H 0.0 0.1 0.0
H 0.0 0.0 0.0
H -0.1 0.0 0.0
H -0.1 -0.1 0.1
H 0.1 0.0 0.0
H -0.1 -0.1 0.0

3.
Computed, not measured: C3H4LiN2S3Sb as an isolated structure at a distorted geometry, with ωB97M-V with the def2-TZVPD basis set.

HOMO energy (spin up / spin down)	-2.21 / -3.00	eV
total charge	-1
lowest unoccupied orbital energy (spin up / spin down)	2.205 / 2.203	eV
frontier orbital gap (spin up / spin down)	4.412 / 5.205	eV
multiplicity	2

Cartesian coordinates (Å):
Li: 1.509590 0.500170 -0.212987
S: 5.005126 -1.698698 -0.299509
Sb: 4.729567 1.006823 -0.472897
S: 3.056937 1.608647 1.058757
S: 2.712993 -1.353743 -0.729216
N: -2.619505 0.710982 0.062537
C: -2.584553 -0.688214 -0.194258
C: -1.252227 -1.108405 -0.034515
N: -0.486590 -0.030262 0.270108
C: -1.305579 1.002644 0.355795
H: -3.437353 1.326845 -0.021307
H: -3.505961 -1.284776 -0.360221
H: -0.784754 -2.072503 0.000311
H: -1.037695 2.080492 0.577399

Atomic forces in eV per Å
Li 0.4 -0.3 0.5
S -2.5 2.2 -0.4
Sb 0.0 -1.3 0.3
S 0.2 0.5 0.0
S 1.7 -1.3 -0.3
N 1.2 -2.3 -0.2
C 0.1 -0.5 0.3
C -2.2 1.0 0.0
N -0.5 1.7 0.3
C -0.2 2.1 -0.2
H 1.0 -0.5 0.2
H 0.9 0.7 0.1
H -0.2 -0.3 -0.4
H 0.0 -1.7 -0.3

4.
Computed, not measured: C2H4Br2S as an isolated structure at a distorted geometry, with ωB97M-V with the def2-TZVPD basis set.

HOMO energy	-9.66	eV
lowest unoccupied orbital energy	0.442	eV
ΔE to the lowest compared entry with this formula, charge and spin	0.0	kJ/mol
frontier orbital gap	10.098	eV
multiplicity	1

Cartesian coordinates (Å):
C: -0.339353 -0.659940 0.231606
C: 0.157444 0.722471 0.476464
S: 0.210161 -1.381225 -1.463780
Br: 0.115175 2.147567 -0.844361
Br: 2.063408 0.617905 1.032764
H: -1.405271 -0.687600 0.496371
H: 0.291169 -1.306191 0.968459
H: -0.383103 1.302040 1.237046
H: -0.709629 -0.755026 -2.134569

Atomic forces in eV per Å
C 1.6 -1.6 -0.1
C 1.2 1.8 0.8
S -0.1 0.1 2.3
Br -0.4 -0.4 -0.8
Br -0.5 0.1 0.1
H 0.3 -0.5 -0.6
H -1.6 0.9 -1.2
H 0.3 -1.0 0.3
H -0.8 0.6 -0.7

5.
Computed, not measured: a 6-piece molecular cluster, C7H21NO5 overall at a distorted geometry, with ωB97M-V with the def2-TZVPD basis set.

HOMO energy	-8.20	eV
SMILES	C=C/C=C/C/C=C/N.O.O.O.O.O
lowest unoccupied orbital energy	0.310	eV
ΔE to the lowest compared entry with this formula, charge and spin	466.5	kJ/mol
frontier orbital gap	8.511	eV
multiplicity	1

Cartesian coordinates (Å):
C: 2.978850 -1.477048 -1.578806
C: 3.146025 -0.806048 -0.438575
C: 2.048707 0.019877 0.193386
C: 2.176687 1.313845 0.495444
C: 1.011021 2.283143 0.417992
C: 0.059453 2.066181 -0.745511
C: 0.470784 1.513450 -1.857318
N: -0.449202 1.218772 -2.938811
H: 2.052897 -1.543264 -2.189570
H: 3.858466 -1.807134 -2.072136
H: 4.157874 -0.972170 -0.046177
H: 1.238009 -0.581561 0.568907
H: 3.157351 1.764574 0.472608
H: 0.564792 2.289892 1.421999
H: 1.429026 3.300289 0.276033
H: -0.887812 2.263172 -0.281695
H: 1.423423 1.198446 -2.255468
H: -1.407701 1.566217 -2.808665
H: -0.523469 0.261946 -3.190789
O: -0.182222 -0.877338 2.843574
H: -0.788294 -0.129654 2.783720
H: 0.421882 -0.616698 3.538170
O: -2.167764 -2.302990 -1.492510
H: -2.372807 -2.518512 -2.420720
H: -1.659527 -3.010357 -1.111063
O: -3.241854 2.394824 1.110336
H: -2.587188 3.120543 1.208205
H: -2.615653 1.732474 0.818590
O: -0.828651 -2.979748 1.788680
H: -1.094058 -3.000242 2.719489
H: 0.087183 -2.559301 1.889051
O: -2.164838 -0.718312 0.869861
H: -1.846698 -1.571666 1.317770
H: -2.230716 -1.034368 -0.036364

Atomic forces in eV per Å
C -1.1 0.8 -0.5
C -0.2 -0.3 0.2
C 1.9 -1.1 1.1
C -0.1 0.0 -1.4
C 1.4 0.7 0.8
C 1.6 -0.3 3.0
C -2.7 -1.0 -2.9
N -0.7 1.6 0.4
H 0.5 0.2 0.7
H 0.6 -0.9 -0.2
H -0.3 0.9 0.3
H -1.1 0.3 -0.9
H 0.3 0.0 -0.4
H -0.7 0.1 -0.4
H 0.0 -0.4 0.4
H -1.1 -0.1 -1.5
H 0.6 0.3 1.2
H 0.7 -0.1 0.2
H 0.4 -0.9 -0.1
O 0.3 0.8 0.7
H -0.2 -0.1 -0.4
H 0.3 0.1 0.3
O -0.5 0.5 -0.9
H 0.2 -0.1 0.8
H 0.3 -0.6 0.1
O 1.2 1.1 0.1
H -1.0 -0.1 0.1
H -0.3 -1.2 -0.1
O 1.8 -0.3 0.2
H -0.1 -0.1 -0.3
H -2.1 -0.7 -0.5
O 0.5 -1.3 0.9
H -0.4 1.6 -0.7
H -0.2 0.2 -0.4

6.
Computed, not measured: a 2-piece molecular cluster, C3H9NO2 overall at a distorted geometry, with ωB97M-V with the def2-TZVPD basis set.

HOMO energy	-9.33	eV
SMILES	CC(=O)O.CN
lowest unoccupied orbital energy	0.573	eV
ΔE to the lowest compared entry with this formula, charge and spin	240.7	kJ/mol
frontier orbital gap	9.906	eV
multiplicity	1

Cartesian coordinates (Å):
C: 0.015722 -0.300822 -1.604112
C: 0.927704 0.366183 -2.509505
O: 1.053891 1.581764 -2.547451
O: 1.608926 -0.236732 -3.523370
H: -0.177248 0.241870 -0.796685
H: 0.397718 -1.258304 -1.182912
H: -0.990549 -0.500920 -1.739755
H: 2.136519 -1.042123 -3.126283
C: -1.001399 0.580105 2.807641
N: -0.228829 -0.209001 1.784831
H: -0.308548 1.312904 3.265032
H: -1.488461 -0.065003 3.494811
H: -1.783528 1.000222 2.271207
H: 0.619604 -0.666222 2.125310
H: -0.781522 -0.803921 1.281243

Atomic forces in eV per Å
C 1.8 -3.9 0.1
C 0.5 4.1 -2.4
O -0.7 -1.2 0.9
O 1.7 -3.7 1.7
H 0.4 3.0 3.7
H 0.1 0.4 -0.5
H -2.0 -0.6 -2.3
H -1.7 1.9 -1.4
C 2.6 -1.4 -0.9
N 1.8 2.4 2.0
H -0.8 -0.4 -0.2
H -0.1 -0.5 1.3
H -1.3 1.5 -0.9
H -0.7 0.2 0.0
H -1.6 -1.9 -1.2

| no. | total energy (Eh) |
| --- | --- |
| 1 | -1357.4465 |
| 2 | -1968.4986 |
| 3 | -1668.6701 |
| 4 | -5624.7896 |
| 5 | -710.1333 |
| 6 | -324.8810 |